Record 1
DFT (ωB97M-V with the def2-TZVPD basis set) results for a structure of composition C11H26N4O7SY at a distorted geometry.

Last column: Mulliken charge in e.
CARTESIAN COORDINATES (ANGSTROEM)
O -0.978 -0.585 -3.205  -0.543
H -1.719 -0.846 -3.788  0.367
Y 0.569 0.184 -1.056  1.307
N 1.510 -1.777 -1.178  0.775
N -0.907 -1.967 -0.452  0.747
N 0.566 2.349 -0.509  0.422
N -1.332 0.987 0.472  0.677
O 2.684 -1.295 -1.360  -0.698
O 1.454 3.064 -1.349  -0.541
O -2.259 0.252 1.141  -0.525
O -2.094 -2.019 0.076  -0.725
C -0.290 -3.148 -0.651  0.202
C 1.084 -3.043 -1.064  0.329
C -0.222 3.049 0.317  0.216
C -1.275 2.276 0.900  0.142
C 2.016 -4.147 -1.380  -1.436
H 2.099 -4.239 -2.472  0.284
H 1.655 -5.076 -0.940  0.431
H 2.998 -3.860 -0.980  0.357
C -0.969 -4.443 -0.341  -1.333
H -1.986 -4.440 -0.749  0.340
H -1.022 -4.592 0.748  0.291
H -0.403 -5.271 -0.778  0.439
C 0.060 4.455 0.673  -1.338
C -2.127 2.825 1.991  -1.569
H 0.806 4.870 -0.003  0.398
H 0.447 4.503 1.704  0.257
H -0.861 5.050 0.612  0.378
H -2.781 2.038 2.397  0.389
H -2.744 3.647 1.611  0.387
H -1.503 3.224 2.799  0.313
H 1.470 2.438 -2.149  0.438
H -2.225 -0.701 0.701  0.384
C -2.723 0.488 -2.986  -1.120
H -2.693 0.836 -4.005  0.354
H -2.374 1.142 -2.213  0.241
H -3.095 -0.466 -2.702  0.459
O 1.052 1.074 -2.871  -0.952
H -0.213 -0.499 -3.825  0.209
H 0.979 1.435 -3.774  0.221
C 1.466 -0.680 4.088  -1.142
S 0.782 0.240 2.699  0.640
C 2.188 1.323 2.361  -0.813
O 0.773 -0.689 1.503  -0.672
H 1.365 -0.058 4.978  0.412
H 2.521 -0.926 3.904  0.353
H 0.874 -1.597 4.218  0.381
H 3.021 1.028 3.007  0.417
H 2.471 1.233 1.301  0.199
H 1.887 2.352 2.581  0.254

Properties
total charge = +1
total energy = -1616.5099 a.u.
Kohn-Sham gap (spin up / spin down) = 0.2840 / 0.1953 hartree
largest force on an atom = 0.0808 hartree/bohr


Record 2
DFT (ωB97M-V with the def2-TZVPD basis set) results for a cluster of 3 separate species, C11H26NO5PS2 in total.

Last column: Mulliken charge in e.
CARTESIAN COORDINATES (ANGSTROEM)
O -2.431 -1.463 -4.767  -0.613
S -2.537 -2.846 -5.160  1.143
O -2.003 -3.279 -6.424  -0.691
C -1.905 -3.871 -3.831  -0.696
C -3.125 -4.143 -2.958  -0.323
C -4.278 -4.445 -3.924  -0.704
C -4.258 -3.360 -5.005  -0.676
H -1.103 -3.327 -3.339  0.378
H -1.520 -4.783 -4.287  0.362
H -2.943 -4.968 -2.271  0.356
H -3.357 -3.258 -2.364  0.097
H -4.126 -5.425 -4.381  0.305
H -5.238 -4.466 -3.412  0.353
H -4.588 -3.705 -5.981  0.378
H -4.819 -2.473 -4.714  0.355
O 3.259 2.700 1.587  -0.674
S 3.864 2.157 2.783  1.225
O 3.666 0.769 3.113  -0.691
C 5.608 2.561 2.762  -0.792
C 5.677 3.922 3.447  -0.538
C 4.744 3.826 4.663  -0.647
C 3.429 3.205 4.181  -0.637
H 5.941 2.551 1.727  0.402
H 6.124 1.790 3.334  0.341
H 6.698 4.166 3.738  0.342
H 5.328 4.698 2.763  0.288
H 5.198 3.185 5.421  0.305
H 4.569 4.800 5.117  0.325
H 2.936 2.582 4.922  0.387
H 2.730 3.949 3.803  0.344
C -1.726 -0.828 -1.215  -1.005
C -2.138 0.359 -0.378  -0.278
O -2.116 -0.030 0.989  -0.357
C -2.191 1.046 1.899  -0.642
P -0.592 1.544 2.670  0.020
N 0.400 1.748 1.266  -0.536
H -0.757 -1.196 -0.875  0.290
H -1.663 -0.553 -2.269  0.400
H -2.458 -1.631 -1.120  0.133
H -3.154 0.681 -0.649  0.318
H -1.455 1.197 -0.536  0.363
H -2.628 1.934 1.426  0.349
H -2.858 0.755 2.720  0.391
H -0.220 0.224 3.007  0.017
H 0.877 2.643 1.318  0.291
H 1.138 1.056 1.205  0.245

Properties
SMILES = O=S1(=O)CCCC1.O=S1(=O)CCCC1.CCOCPN
total charge = 0
total energy = -2003.3653 a.u.
Kohn-Sham gap = 0.3195 hartree
largest force on an atom = 0.0088 hartree/bohr